A cluster of 40 separate species, H80O40 in total at a distorted geometry, computed with ωB97M-V/def2-TZVPD.

Last column: Löwdin spin population.
Positions of all 120 atoms, in Å:
H 1.260 2.622 -1.418  0.0000
H 1.240 1.191 -1.045  0.0000
O 1.884 1.952 -1.098  0.0000
H -2.032 -2.280 0.239  -0.0004
H -1.590 -3.690 -0.391  0.0012
O -1.567 -3.120 0.404  0.2151
H -2.335 3.556 0.342  0.0000
H -4.014 3.678 0.679  0.0000
O -3.151 3.332 0.907  0.0001
H 3.466 -1.285 -3.402  0.0000
H 2.624 -1.796 -4.354  0.0000
O 3.599 -1.761 -4.249  0.0000
H -2.204 -4.035 4.888  -0.0058
H -2.673 -2.541 4.927  -0.0028
O -2.759 -3.393 5.376  0.2843
H 2.528 1.976 -6.132  0.0000
O 2.065 1.793 -5.317  0.0000
H -1.739 -6.123 0.838  -0.0003
O -2.441 -6.392 0.239  0.0023
H 1.155 4.906 -2.081  0.0000
H 1.859 4.290 -3.211  0.0000
O 1.053 4.150 -2.688  0.0000
H -3.853 0.923 -4.150  0.0000
H -2.432 1.067 -4.748  0.0000
O -3.058 0.434 -4.373  0.0002
H -2.420 1.216 -0.218  0.0000
H -3.200 0.958 -1.525  0.0000
O -2.336 1.259 -1.207  0.0001
H 0.870 5.117 0.653  0.0000
H -0.200 5.284 -0.424  0.0000
O 0.764 5.275 -0.295  0.0000
H 0.207 -0.446 0.428  0.0000
O 0.805 -0.249 -0.281  0.0000
H -2.557 1.391 1.718  0.0000
H -1.231 0.395 1.864  0.0000
O -1.811 0.929 1.314  0.0002
H -0.194 3.644 0.572  0.0000
H -0.531 2.105 0.455  0.0000
O -0.812 3.009 0.183  0.0000
H -5.604 -0.940 -0.137  0.0000
H -4.962 -2.010 0.731  -0.0001
O -4.895 -1.080 0.501  -0.0002
H 3.950 0.797 0.169  0.0000
H 3.149 -0.684 0.271  0.0000
O 3.756 -0.083 -0.141  0.0000
H -1.374 1.546 -2.631  0.0000
H -0.152 1.956 -3.499  0.0000
O -1.107 1.956 -3.457  0.0001
H 4.084 -3.245 0.347  0.0000
H 2.946 -2.608 -0.550  0.0000
O 3.888 -2.664 -0.403  0.0000
H 3.165 4.773 -0.556  0.0000
O 3.268 5.380 -1.292  0.0000
H -4.432 3.542 2.826  0.0000
H -4.998 2.135 2.969  0.0000
O -5.069 3.025 3.329  0.0000
H 6.148 1.193 2.446  0.0000
O 5.192 1.094 2.564  0.0000
H -2.685 -1.770 -4.623  0.0000
H -1.515 -2.232 -3.570  0.0000
O -2.047 -2.431 -4.341  0.0002
H 0.867 -3.937 0.585  -0.0001
H 1.394 -2.652 1.187  0.0000
O 1.669 -3.409 0.666  0.0008
H -4.284 -3.347 -2.446  0.0000
H -3.210 -2.373 -2.237  0.0000
O -4.028 -2.667 -1.806  -0.0004
H 3.913 -0.135 3.270  0.0000
H 4.617 -1.279 3.869  0.0000
O 4.043 -0.554 4.168  0.0000
H -2.667 -2.892 2.825  -0.0041
H -3.025 -4.008 1.871  -0.0058
O -2.518 -3.859 2.718  0.4858
H 2.405 -3.559 -2.938  0.0000
H 1.664 -3.952 -4.088  0.0000
O 1.486 -3.785 -3.153  0.0000
H 2.396 0.970 -2.689  0.0000
H 2.238 -0.024 -3.804  0.0000
O 1.700 0.426 -3.092  0.0000
H -0.132 -1.006 3.461  0.0000
H -0.347 -1.311 1.998  -0.0002
O -0.894 -1.068 2.762  0.0028
H 1.805 -1.156 4.653  0.0000
H 1.443 -2.413 3.757  0.0000
O 1.092 -1.722 4.323  0.0001
H 6.264 -1.650 -0.060  0.0000
H 5.753 -0.640 1.029  0.0000
O 6.291 -1.421 0.877  0.0000
H -5.087 3.647 -3.070  0.0000
O -4.571 2.929 -2.714  0.0000
H 0.121 -1.082 -6.358  0.0000
H -0.558 -0.163 -5.123  0.0000
O -0.369 -0.999 -5.544  0.0000
H 2.786 6.189 -1.098  0.0000
H 1.633 2.481 -4.821  0.0000
H 4.938 2.030 2.527  0.0000
H -2.181 -6.016 -0.616  -0.0001
H 0.752 -0.725 -1.110  -0.0001
H -3.637 3.023 -2.540  0.0000
O -2.156 1.506 4.349  0.0000
H -1.497 1.474 5.050  0.0000
H -3.014 1.341 4.745  0.0000
O -1.026 -4.921 -1.568  0.0001
H -1.077 -4.203 -2.216  -0.0001
H -0.914 -5.745 -2.061  0.0001
O 2.343 1.659 1.551  0.0000
H 1.926 1.446 0.701  0.0000
H 2.699 0.896 2.014  0.0000
O 0.841 3.966 2.193  0.0000
H 1.186 4.045 3.088  0.0000
H 1.230 3.125 1.876  0.0000
O -1.397 -1.009 -2.038  0.0083
H -2.183 -0.401 -1.906  0.0000
H -0.543 -0.794 -2.408  0.0000
O -0.608 -1.372 6.657  0.0200
H -0.408 -0.851 5.872  -0.0002
H -0.312 -2.240 6.349  -0.0008
O 1.994 2.833 5.317  0.0000
H 2.446 2.325 6.014  0.0000
H 1.760 2.031 4.808  0.0000

Properties
**E**: -83186.630 eV
**Net charge**: +1
**Relative energy (zero: lowest compared OMol25 entry of this formula, charge and spin)**: 6.803 eV
**2S+1**: 2
**Gap between HOMO and LUMO (spin up / spin down)**: 0.315 / 0.075 Ha
**M**: 720.60 g/mol
**HOMO (spin up / spin down)**: -12.2 / -12.2 eV